Entry 1:
The following is a DFT calculation (the ωB97M-V functional and the def2-TZVPD basis) of the molecule C4H7NO.

SMILES: O=CCN1CC1
HOMO energy: -8.71 eV
gap between HOMO and LUMO: 9.686 eV
LUMO level: 0.98 eV
charge: 0

Last column: natural (NBO) charge in e.
Positions of all 13 atoms, in Å:
1 O -2.831 -0.431 1.048  -0.5095
2 C -1.642 -0.486 0.851  0.4218
3 C -0.808 0.726 0.503  -0.3159
4 N 0.386 0.526 -0.227  -0.4407
5 C 0.786 -0.189 -1.362  -0.2096
6 C 1.608 -0.133 -0.013  -0.2436
7 H -1.078 -1.440 0.953  0.1023
8 H -0.492 1.202 1.443  0.2296
9 H -1.414 1.450 -0.048  0.2258
10 H 1.183 0.353 -2.217  0.1870
11 H 0.153 -1.044 -1.677  0.1812
12 H 1.762 -1.117 0.434  0.1753
13 H 2.387 0.582 0.313  0.1962

Entry 2:
The following is a DFT calculation (the ωB97M-V functional and the def2-TZVPD basis) of a 2-piece molecular cluster, C4H7NO overall.

HOMO energy: -9.96 eV
gap between HOMO and LUMO: 10.845 eV
LUMO level: 0.88 eV
charge: 0

Last column: natural (NBO) charge in e.
Positions of all 13 atoms, in Å:
1 C 0.522 -0.853 -1.626  -0.6413
2 C -0.344 -0.111 -0.650  -0.0717
3 O -0.155 -0.674 0.639  -0.5177
4 C -0.574 0.267 1.570  -0.1473
5 C -0.191 1.595 1.027  0.2257
6 N 0.121 2.687 0.873  -0.3157
7 H 0.302 -1.921 -1.658  0.2144
8 H 0.346 -0.447 -2.620  0.2175
9 H 1.579 -0.741 -1.377  0.2171
10 H -1.421 -0.172 -0.907  0.1729
11 H 0.021 1.295 -0.657  0.2125
12 H -0.078 0.067 2.523  0.2326
13 H -1.658 0.283 1.714  0.2012

Entry 3:
The following is a DFT calculation (the ωB97M-V functional and the def2-TZVPD basis) of the molecule C4H7NO.

SMILES: C1=NCCCO1
HOMO energy: -9.52 eV
gap between HOMO and LUMO: 10.492 eV
LUMO level: 0.97 eV
charge: 0

Last column: natural (NBO) charge in e.
Positions of all 13 atoms, in Å:
1 C 0.574 -0.759 0.508  -0.4556
2 C -0.816 -0.982 -0.087  -0.0719
3 O -1.628 0.188 0.045  -0.5030
4 C -0.994 1.358 -0.197  0.3900
5 N 0.230 1.568 -0.388  -0.4904
6 C 1.186 0.494 -0.166  -0.2541
7 H 0.469 -0.615 1.589  0.2102
8 H 1.182 -1.663 0.357  0.2197
9 H -0.746 -1.243 -1.152  0.1753
10 H -1.374 -1.772 0.424  0.1982
11 H -1.690 2.193 -0.223  0.1700
12 H 1.929 1.037 0.407  0.2147
13 H 1.663 0.217 -1.115  0.1969

Entry 4:
The following is a DFT calculation (the ωB97M-V functional and the def2-TZVPD basis) of the molecule C4H7NO.

SMILES: CN1CCC1=O
HOMO energy: -9.37 eV
gap between HOMO and LUMO: 10.256 eV
LUMO level: 0.88 eV
charge: 0

Last column: natural (NBO) charge in e.
Positions of all 13 atoms, in Å:
1 C -1.788 0.408 -0.019  -0.4169
2 N -0.375 0.164 -0.108  -0.4262
3 C 0.395 -1.073 -0.093  -0.1993
4 C 1.668 -0.205 0.055  -0.5048
5 C 0.703 0.994 0.046  0.6894
6 O 0.792 2.193 0.148  -0.5994
7 H -2.195 0.060 0.940  0.1937
8 H -1.947 1.486 -0.102  0.2338
9 H -2.322 -0.096 -0.832  0.2006
10 H 0.322 -1.648 -1.023  0.1875
11 H 0.169 -1.721 0.761  0.1846
12 H 2.199 -0.323 1.003  0.2285
13 H 2.378 -0.238 -0.775  0.2284

Entry 5:
The following is a DFT calculation (the ωB97M-V functional and the def2-TZVPD basis) of the molecule C4H7NO.

SMILES: O=CC[C@H]1CN1
HOMO energy: -9.72 eV
gap between HOMO and LUMO: 10.799 eV
LUMO level: 1.08 eV
charge: 0

Last column: natural (NBO) charge in e.
Positions of all 13 atoms, in Å:
1 O 1.424 1.825 0.801  -0.5216
2 C 1.765 0.928 0.067  0.4471
3 C 0.998 -0.360 -0.106  -0.5238
4 C -0.408 -0.278 0.431  -0.0858
5 C -1.513 0.210 -0.420  -0.2575
6 N -1.363 -1.219 -0.144  -0.5916
7 H 2.703 1.007 -0.523  0.1061
8 H 1.569 -1.149 0.407  0.2387
9 H 0.984 -0.644 -1.166  0.2349
10 H -0.484 -0.055 1.494  0.2077
11 H -1.313 0.500 -1.449  0.1937
12 H -2.323 0.759 0.056  0.1984
13 H -2.038 -1.523 0.552  0.3537

Entry 6:
The following is a DFT calculation (the ωB97M-V functional and the def2-TZVPD basis) of a 2-piece molecular cluster, C4H7NO overall.

HOMO energy (spin up / spin down): -5.74 / -11.09 eV
gap between HOMO and LUMO (spin up / spin down): 6.544 / 11.099 eV
LUMO level (spin up / spin down): 0.80 / 0.01 eV
multiplicity: 3
charge: 0
⟨S²⟩: 2.006

Last column: natural (NBO) charge in e.
Positions of all 13 atoms, in Å:
1 C 0.386 -1.181 -1.125  0.3753
2 C 0.349 1.235 0.008  0.2576
3 C -0.748 -1.068 -0.151  -0.7337
4 C 0.694 1.546 1.527  -0.6905
5 N -0.024 1.154 -1.085  -0.3434
6 O 0.246 -1.711 -2.287  -0.7344
7 H -0.855 -2.069 0.270  0.2083
8 H -1.692 -0.661 -0.701  0.2132
9 H -0.351 -0.330 0.517  0.2072
10 H 0.061 1.102 2.322  0.2532
11 H 0.738 2.628 1.591  0.2497
12 H 1.712 1.316 1.796  0.2475
13 H -0.515 -1.961 -2.682  0.4900

Entry 7:
The following is a DFT calculation (the ωB97M-V functional and the def2-TZVPD basis) of a 2-piece molecular cluster, C4H7NO overall.

HOMO energy (spin up / spin down): -14.91 / -15.17 eV
gap between HOMO and LUMO (spin up / spin down): 10.883 / 7.840 eV
LUMO level (spin up / spin down): -4.02 / -7.33 eV
multiplicity: 2
charge: +1
⟨S²⟩: 0.770

Last column: natural (NBO) charge in e.
Positions of all 13 atoms, in Å:
1 C -0.261 -0.205 1.870  -0.2373
2 C 0.504 -0.541 0.687  0.1731
3 N -0.162 -0.047 -0.415  -0.5098
4 C -1.401 0.225 -0.011  0.2036
5 C -1.542 0.030 1.414  -0.1782
6 H 0.117 -0.520 2.834  0.2662
7 H 1.581 -0.625 0.719  0.2510
8 H 0.216 0.182 -1.333  0.4893
9 H -2.071 0.891 -0.550  0.2498
10 H -2.512 -0.428 1.626  0.2754
11 H 2.218 1.223 -2.301  0.4874
12 H 2.631 -0.109 -2.803  0.5016
13 O 1.885 0.320 -2.381  -0.9720

Entry 8:
The following is a DFT calculation (the ωB97M-V functional and the def2-TZVPD basis) of C4H7NO2 as an isolated structure.

HOMO energy: -8.08 eV
gap between HOMO and LUMO: 8.938 eV
LUMO level: 0.85 eV
charge: 0

Last column: natural (NBO) charge in e.
Positions of all 14 atoms, in Å:
1 O 1.301 0.695 1.311  -0.6066
2 N 0.980 -0.303 0.350  -0.1521
3 C 0.086 0.182 -0.666  0.0140
4 C -0.415 -1.216 -0.864  -0.4246
5 C -0.129 -1.305 0.651  -0.2241
6 C -0.597 1.324 -0.731  0.0882
7 O -0.354 2.481 -0.062  -0.6846
8 H 2.268 0.734 1.251  0.4835
9 H 0.320 -1.834 -1.390  0.2140
10 H -1.415 -1.355 -1.271  0.2228
11 H -0.925 -0.818 1.233  0.1929
12 H 0.105 -2.294 1.065  0.1966
13 H -1.471 1.373 -1.371  0.1840
14 H 0.330 2.281 0.597  0.4961

Sequential energy above the lowest of the compared OMol25 structures with the same formula, charge and spin output: 319.7; 324.9; 116.3; 90.9; 198.0; 148.8; 90.0; 409.8 kJ/mol
Sequential E_tot output: -286.5099; -286.5079; -286.5873; -286.5970; -286.5562; -286.3616; -286.2712; -361.7248 a.u.
Sequential F_max output: 1.2; 5.0; 0.9; 0.4; 0.5; 5.2; 3.7; 0.6 eV Å⁻¹